1.
Below is C5H10O2 in the gas phase, with properties calculated with the ωB97M-V functional and the def2-TZVPD basis.

Results
HOMO-LUMO gap ... 10.99 eV
Multiplicity ... 1
Structure (SMILES) ... C[C@@H](O)CCC=O
Energy relative to the best compared isomer or geometry (same formula, charge and spin) ... 27.3 kcal per mole
LUMO level ... 0.975 eV
HOMO level ... -10.02 eV

Structure (XYZ):
```
17
Properties=species:S:1:pos:R:3:nbo_charge:R:1
O 0.59 -1.53 -1.96 -0.556
O 0.14 1.16 -1.11 -0.724
C -0.56 -1.60 -1.59 0.467
C -1.05 -1.31 -0.19 -0.516
C 1.08 1.71 1.06 -0.628
C -0.01 0.98 0.28 0.101
C -0.08 -0.50 0.66 -0.430
H -1.23 -2.30 0.27 0.240
H -0.98 1.45 0.52 0.167
H -2.04 -0.84 -0.26 0.226
H 1.12 2.76 0.77 0.221
H 0.92 -0.94 0.58 0.214
H -0.37 -0.59 1.71 0.217
H 2.06 1.26 0.85 0.203
H -1.34 -1.93 -2.31 0.113
H 0.85 0.58 -1.41 0.477
H 0.92 1.65 2.14 0.208
```

=====

2.
Below is 40 unconnected molecules or ions with the total composition C11H96BrFNO46PS in a non-equilibrium geometry, with properties calculated with the ωB97M-V functional and the def2-TZVPD basis.

Results
HOMO-LUMO gap ... 9.18 eV
Multiplicity ... 1
Energy relative to the best compared isomer or geometry (same formula, charge and spin) ... 0.0 kcal per mole
LUMO level ... -1.028 eV
HOMO level ... -10.20 eV

Structure (XYZ):
```
158
Properties=species:S:1:pos:R:3:mulliken_charge:R:1
Br 3.08 -0.86 3.30 -0.194
S 6.02 1.48 -0.35 -0.368
P 4.09 1.75 -0.12 0.544
F 5.55 -2.69 -1.70 -0.202
O -4.17 -6.43 -1.84 -0.664
O -4.45 -0.46 -4.94 -0.588
O 0.29 0.54 -7.74 -0.681
O -7.89 2.75 -5.13 -0.634
O 1.09 4.86 3.12 -0.389
O -1.46 -0.42 6.18 -0.627
O -0.51 1.47 -3.24 -0.401
O -8.70 -6.29 -2.59 -0.640
O -1.80 7.14 0.55 -0.611
O 3.53 -3.30 -2.48 -0.402
O 2.29 -1.96 -0.15 -0.527
O 3.51 2.18 -1.66 -0.413
O 1.26 7.27 1.53 -0.574
O 0.56 -1.53 -3.30 -0.591
O -5.79 1.99 -3.36 -0.685
O -3.48 3.09 3.18 -0.654
O 4.94 0.48 5.71 -0.615
O 6.88 4.36 2.89 -0.612
O -3.66 -5.24 0.62 -0.641
O -8.26 -0.52 6.56 -0.618
O 0.66 4.54 -3.06 -0.619
O 7.35 -6.24 0.03 -0.571
O -2.62 6.81 -3.44 -0.626
O -7.81 -0.06 3.33 -0.584
O 1.12 9.89 3.28 -0.647
O -5.12 2.65 -0.64 -0.614
O -1.54 -0.72 -5.58 -0.700
O -4.16 4.09 -3.97 -0.716
O 8.26 -3.99 1.52 -0.603
O -1.65 2.87 -8.37 -0.640
O 0.93 1.24 -0.71 -0.698
O -2.22 -2.58 0.66 -0.346
O -5.69 -0.32 0.98 -0.432
O -0.98 2.78 2.34 -0.466
O 8.16 4.09 0.51 -0.690
O -2.57 -8.98 0.47 -0.634
O 2.06 0.65 1.28 -0.174
O 1.36 4.11 5.72 -0.532
O -3.63 -0.47 3.66 -0.440
O -6.49 -7.75 -2.05 -0.587
O 0.66 -4.07 0.73 -0.665
O 9.41 -4.05 -1.46 -0.714
O 8.14 -4.04 -4.15 -0.637
O 8.36 -0.11 2.35 -0.615
O -1.40 -4.72 3.37 -0.614
O 3.89 2.99 1.01 -0.535
N 3.65 -1.03 -1.77 0.089
C 3.24 0.21 0.60 1.539
C -1.66 0.48 0.10 0.216
C 6.11 -1.96 2.54 -1.082
C 5.06 -1.65 1.34 0.289
C 4.27 -0.33 1.76 -1.470
C 0.94 0.71 0.41 0.446
C 3.01 -0.97 -0.43 -0.614
C -3.26 -1.67 0.18 -0.745
C -3.05 -0.14 0.56 0.796
C 4.19 -2.39 -1.99 0.502
C -0.41 0.04 0.96 0.117
H 4.61 -0.10 5.01 0.233
H 0.94 9.40 4.09 0.305
H -0.22 -1.08 0.98 -0.153
H 8.47 -4.01 -3.24 0.389
H -3.16 6.02 -3.63 0.375
H 7.63 -3.23 -4.25 0.302
H -5.41 2.05 -1.35 0.375
H -2.93 -4.64 0.82 0.319
H -8.46 -0.66 2.94 0.283
H -1.31 3.08 3.20 0.255
H -3.20 -0.28 4.51 0.216
H 2.16 7.15 1.21 0.258
H -9.65 -6.40 -2.49 0.311
H -0.88 0.58 -3.14 0.157
H -1.53 -2.56 -0.04 0.219
H 6.72 -1.04 2.82 0.480
H -8.13 0.07 4.23 0.291
H -1.95 6.49 -2.82 0.293
H 1.00 3.23 5.85 0.286
H 8.88 -4.72 1.66 0.291
H -2.40 -9.15 -0.46 0.315
H 1.21 -3.30 0.53 0.614
H -0.79 -0.89 -5.00 0.352
H -8.16 2.75 -4.20 0.324
H -4.10 -0.83 -5.76 0.286
H -0.57 3.57 1.96 0.181
H 1.82 4.71 3.73 0.178
H -0.11 1.64 -2.38 0.301
H -3.92 -5.00 -0.28 0.405
H 4.50 -0.43 -1.80 0.362
H -3.09 2.69 2.39 0.415
H 1.35 -1.55 -2.75 0.157
H 8.31 -3.84 0.56 0.224
H -0.12 0.20 -6.94 0.366
H -6.34 -0.91 0.59 0.200
H -1.60 3.04 -9.31 0.306
H 6.76 -2.83 2.15 0.306
H 4.42 -2.58 1.25 0.258
H -4.23 -2.01 0.67 0.261
H -1.49 0.33 -1.02 -0.559
H -0.06 -3.72 1.27 0.300
H -7.21 -7.13 -1.84 0.356
H -1.78 -1.32 6.32 0.315
H -8.80 -1.26 6.88 0.314
H 1.32 4.22 -2.44 0.280
H -1.06 7.73 0.74 0.318
H 6.25 3.72 3.25 0.286
H 8.05 0.16 1.47 0.269
H 6.66 -5.62 0.30 0.318
H -4.00 -1.36 3.78 0.229
H 0.46 5.39 3.62 0.268
H -3.38 -1.87 -0.94 0.374
H 1.09 0.99 -7.42 0.320
H 4.22 2.72 -2.07 0.338
H -4.05 4.21 -4.92 0.339
H -4.45 -7.02 -2.55 0.290
H -2.35 -4.86 3.31 0.312
H 2.93 3.22 1.04 0.299
H 9.10 -4.95 -1.31 0.358
H -3.88 0.45 0.01 -0.390
H -8.60 -5.95 -3.49 0.316
H -3.28 0.01 1.67 -0.172
H 10.29 -4.16 -1.83 0.310
H -2.07 7.39 -0.34 0.300
H 7.69 3.36 0.08 0.301
H -5.40 -0.62 -5.00 0.278
H -0.54 0.39 2.05 0.194
H -7.49 -0.52 7.15 0.315
H -6.95 -8.49 -2.47 0.272
H 5.69 -1.41 0.43 0.130
H -5.61 1.81 -4.29 0.296
H 1.79 4.31 6.57 0.272
H -5.32 2.16 0.16 0.310
H 7.66 3.83 2.69 0.357
H 5.51 -2.40 3.41 0.258
H 0.14 3.76 -3.28 0.344
H -2.15 -0.21 -5.03 0.399
H -0.56 -0.54 5.86 0.302
H -6.01 -0.18 1.89 0.275
H 4.93 0.52 2.10 0.633
H -4.36 -6.92 -1.04 0.289
H 4.80 -0.03 6.52 0.273
H -2.75 -8.03 0.51 0.321
H -4.43 2.93 3.08 0.276
H -1.05 -5.11 2.56 0.294
H 9.10 0.48 2.52 0.279
H 7.47 4.70 0.76 0.340
H 6.87 -6.97 -0.39 0.286
H -7.82 3.69 -5.35 0.314
H -3.56 3.35 -3.76 0.319
H 0.95 6.36 1.68 0.328
H -1.76 1.62 0.23 0.263
H -5.94 2.94 -3.32 0.297
H 0.82 9.30 2.57 0.315
H 0.04 -2.28 -2.98 0.321
H -1.02 2.15 -8.23 0.366
```

=====

3.
Below is a molecular structure, C39H45CdCl5N7O2 in a non-equilibrium geometry, with properties calculated with the ωB97M-V functional and the def2-TZVPD basis.

Results
Charge ... +1
HOMO-LUMO gap ... 7.10 eV
Multiplicity ... 1
Energy relative to the best compared isomer or geometry (same formula, charge and spin) ... 304.9 kcal per mole
LUMO level ... -3.047 eV
HOMO level ... -10.15 eV

Structure (XYZ):
```
99
Properties=species:S:1:pos:R:3:mulliken_charge:R:1
Cd 2.13 -0.03 1.64 0.375
Cl 1.48 1.04 7.40 -0.174
Cl 0.32 1.28 3.80 0.397
Cl 4.73 -1.54 2.75 -0.284
Cl 3.98 -0.68 8.02 -0.176
Cl 5.62 -1.96 5.71 -0.175
O -0.58 -5.71 -1.53 -0.642
O -0.92 -1.83 2.52 -0.049
N -0.39 2.06 5.11 0.088
N 2.08 -2.53 0.59 0.240
N 2.15 0.28 -0.61 -0.229
N 1.40 2.25 3.13 -0.543
N 0.75 2.21 0.58 -0.518
N -1.52 -3.68 -1.81 0.419
N 1.87 4.31 2.31 -0.738
C 3.73 -0.93 4.05 1.594
C 1.84 -0.24 -3.35 0.668
C -3.25 5.06 -0.65 -1.757
C -2.73 -4.34 -2.30 -0.842
C 3.06 -0.43 -1.29 -1.031
C 0.06 3.09 1.30 -1.288
C -0.17 4.05 3.69 -0.789
C 3.17 -3.22 0.23 -0.290
C 1.89 0.37 4.79 0.924
C -1.31 -1.30 3.42 -0.018
C 0.42 0.06 -5.42 -2.041
C 3.15 -4.27 -0.67 -1.074
C 2.32 0.26 6.09 0.010
C 0.92 -2.90 0.04 -0.209
C 0.79 -3.94 -0.88 0.701
C -2.40 -1.62 -0.74 -1.364
C 1.43 -2.15 -4.85 -1.415
C -3.15 3.53 -0.70 2.032
C -0.59 3.42 4.79 -0.687
C -1.01 2.16 -1.02 -0.517
C 4.19 -1.08 5.36 -0.268
C -1.51 1.30 5.66 -1.055
C 3.46 -0.49 6.40 0.481
C 0.23 1.75 -0.55 -0.440
C 1.94 -4.64 -1.22 -0.697
C 1.13 0.82 -1.29 0.849
C -0.50 -4.50 -1.42 0.175
C -1.18 3.56 0.89 -0.422
C -4.14 2.91 0.30 -1.500
C 2.56 -0.26 3.75 -1.929
C 2.89 -0.25 -5.61 -1.763
C 0.74 3.45 2.63 1.482
C -3.51 3.06 -2.11 -1.906
C -1.75 3.09 -0.29 0.054
C -3.59 -4.93 -1.19 -1.114
C 2.94 -0.71 -2.63 -0.580
C 0.95 0.57 -2.65 -0.423
C 1.64 -0.63 -4.80 2.168
C -1.50 -2.23 -1.81 0.071
H -2.19 -2.06 0.24 0.335
H 4.10 -2.92 0.70 0.213
H -4.48 3.46 -2.39 0.448
H 3.71 -1.31 -3.11 0.494
H 1.29 -2.47 -5.88 0.492
H -0.38 5.11 3.61 0.505
H -3.95 3.26 1.32 0.360
H -2.78 3.40 -2.85 0.414
H 3.77 -0.79 -5.27 0.324
H -2.50 5.52 -1.28 0.389
H 2.73 -0.51 -6.66 0.473
H 3.90 -0.80 -0.73 0.619
H -0.51 -0.24 -4.93 0.294
H -4.49 -5.38 -1.62 0.399
H -3.14 5.44 0.36 0.323
H -3.89 -4.17 -0.48 0.259
H 1.86 -5.48 -1.90 0.558
H 0.05 -2.36 0.38 0.591
H 1.57 5.15 1.84 0.282
H -1.70 4.28 1.51 0.575
H -3.29 -3.59 -2.86 0.418
H -1.42 1.74 -1.93 0.373
H 3.09 0.82 -5.55 0.413
H -1.15 3.94 5.56 0.480
H -3.58 1.97 -2.17 0.291
H 0.50 1.14 -5.38 0.439
H -3.45 -1.81 -0.96 0.470
H 4.06 -4.80 -0.90 0.487
H -0.47 -1.89 -1.70 -0.316
H -3.04 -5.71 -0.67 0.318
H -4.07 1.82 0.29 0.239
H -1.97 1.92 6.42 0.450
H 0.34 -0.23 -6.47 0.444
H -0.78 1.83 3.02 0.402
H -2.43 -5.12 -3.00 0.472
H 0.12 1.02 -3.15 0.649
H 2.36 4.56 3.16 0.311
H -2.26 -0.55 -0.68 0.079
H 2.29 -2.69 -4.45 0.361
H 0.54 -2.45 -4.28 0.124
H -5.16 3.19 0.03 0.452
H -2.26 1.07 4.90 0.281
H -4.24 5.37 -1.00 0.479
H -1.83 -1.89 -2.80 0.440
H -1.13 0.39 6.12 0.317
```

=====

4.
Below is 6 unconnected molecules or ions with the total composition C21H55NO7 in a non-equilibrium geometry, with properties calculated with the ωB97M-V functional and the def2-TZVPD basis.

Results
HOMO-LUMO gap ... 8.89 eV
Multiplicity ... 1
Structure (SMILES) ... COCCNCCOC.CC(C)O.CC(C)O.CC(C)O.CC(C)O.CC(C)O
Energy relative to the best compared isomer or geometry (same formula, charge and spin) ... 64.9 kcal per mole
LUMO level ... 0.474 eV
HOMO level ... -8.42 eV

Structure (XYZ):
```
84
Properties=species:S:1:pos:R:3:mulliken_charge:R:1
O 1.37 1.46 3.15 -0.157
O -2.12 2.98 4.22 -0.439
O 0.21 -4.54 -5.24 -0.576
O 3.63 -2.40 0.88 -0.367
O -2.66 2.02 0.38 -0.280
O 0.26 -2.27 -0.41 0.042
O -0.04 2.92 -2.34 -0.499
N 0.34 4.32 4.17 -0.432
C -0.44 -4.43 -4.04 0.560
C -1.11 -1.15 1.29 -1.251
C -1.10 -3.69 0.93 -1.805
C -1.00 4.96 3.89 -0.971
C 3.60 -4.27 -0.46 -1.268
C 4.32 -2.93 -0.18 0.498
C -2.00 4.00 3.19 -0.033
C 2.22 0.24 3.34 -0.821
C 1.34 1.08 -1.41 -1.138
C 1.06 1.43 -3.77 -1.325
C 1.21 4.00 3.09 -0.528
C 4.34 -1.94 -1.29 -1.034
C -3.77 0.69 -1.31 -1.270
C -3.32 2.12 -0.84 0.795
C 0.25 -3.36 -3.20 -1.098
C 1.08 2.17 -2.38 0.581
C 2.09 2.71 3.23 -0.786
C -4.42 3.17 -0.61 -1.520
C -0.27 -2.40 0.91 0.952
C -1.89 -4.16 -4.35 -1.244
C -2.78 1.79 3.80 -0.276
H 0.72 4.11 2.12 0.297
H 3.53 -3.12 1.52 0.256
H 1.99 0.87 -3.93 0.368
H -2.07 -1.04 0.79 0.339
H -4.47 0.72 -2.14 0.440
H -4.49 0.29 -0.59 0.319
H 2.71 -3.96 -1.01 0.150
H -2.90 0.07 -1.52 0.198
H 0.10 3.40 4.52 0.305
H -5.01 2.92 0.28 0.336
H -1.97 -3.09 -4.54 0.236
H 1.98 4.77 3.12 0.328
H 4.24 -4.96 -1.01 0.396
H -0.80 5.83 3.27 0.457
H 3.39 -4.85 0.43 0.481
H -3.05 1.06 4.56 0.285
H -0.25 -3.57 -2.25 0.054
H 0.04 -2.31 -3.43 0.267
H 3.36 -1.58 -1.59 -0.065
H -0.24 -5.38 -3.56 0.294
H -1.47 5.24 4.84 0.347
H -1.51 -3.79 1.93 0.449
H 1.62 -0.52 3.85 0.195
H -0.51 -4.57 0.71 0.395
H 2.62 0.05 2.34 0.278
H 0.66 0.23 -1.41 0.319
H 0.91 2.05 -4.65 0.368
H -1.96 -3.78 0.27 0.336
H 2.99 0.53 4.05 0.417
H 2.95 2.77 2.56 0.387
H 1.33 -3.51 -3.22 0.407
H 4.89 -1.04 -1.03 0.332
H 0.65 -3.70 -5.40 0.312
H -1.76 1.93 0.08 0.080
H 5.36 -3.14 0.09 0.242
H 4.67 -2.40 -2.22 0.400
H 1.12 -1.84 -0.33 -0.123
H 0.59 -2.43 1.59 0.185
H -2.01 1.41 3.13 -0.026
H 2.42 2.72 4.27 0.474
H -2.49 -4.37 -3.46 0.331
H -5.14 3.08 -1.42 0.455
H -4.00 4.16 -0.76 0.323
H 1.83 2.96 -2.34 0.276
H -2.27 -4.77 -5.17 0.371
H 0.33 0.62 -3.76 0.256
H 1.30 1.44 -0.38 0.059
H 0.09 3.72 -2.85 0.323
H -0.52 -0.25 1.12 0.044
H -1.53 -1.23 2.29 0.494
H -3.67 2.12 3.25 0.229
H -2.59 2.57 -1.51 0.083
H 2.39 0.78 -1.49 0.412
H -1.50 3.81 2.24 0.016
H -2.99 4.44 3.08 0.503
```

=====

5.
Below is 2 unconnected molecules or ions with the total composition C20H17F6N7O6 in a non-equilibrium geometry, with properties calculated with the ωB97M-V functional and the def2-TZVPD basis.

Results
HOMO-LUMO gap ... 5.93 eV
Multiplicity ... 1
Structure (SMILES) ... O=C(NC[C@H]1CCCN1)Nc1cc(C(F)(F)F)cc(C(F)(F)F)c1.O=[N+]([O-])c1cc([N+](=O)[O-])c2nonc2c1
Energy relative to the best compared isomer or geometry (same formula, charge and spin) ... 0.0 kcal per mole
LUMO level ... -2.520 eV
HOMO level ... -8.45 eV

Structure (XYZ):
```
56
Properties=species:S:1:pos:R:3:nbo_charge:R:1
F 1.34 6.16 3.98 -0.323
F -1.77 5.01 -0.03 -0.320
F -2.89 4.73 1.84 -0.327
F -2.84 3.12 0.33 -0.324
F 2.70 4.56 4.64 -0.325
F 2.97 5.47 2.65 -0.325
O -0.43 -0.55 0.92 -0.685
O -0.05 2.62 -1.66 -0.350
O -0.76 3.25 -3.63 -0.359
O -3.45 0.68 -6.45 -0.372
O -4.38 -1.19 -5.80 -0.331
O -3.70 -2.55 -1.85 -0.113
N -3.98 -2.01 -3.10 -0.018
N 0.74 0.37 2.70 -0.614
N -0.66 2.39 -2.73 0.495
N 1.21 -4.10 -0.55 -0.659
N 0.69 -1.91 2.37 -0.627
N -3.64 -0.21 -5.60 0.497
N -2.57 -1.95 -1.23 -0.014
C -0.64 2.18 1.76 -0.153
C -1.26 0.05 -2.02 -0.095
C 1.31 2.66 3.14 -0.203
C -0.85 3.55 1.61 -0.130
C 0.49 -3.10 1.56 -0.220
C 2.25 -4.97 -1.01 -0.200
C -2.11 1.03 -4.12 -0.125
C 3.47 -4.64 -0.13 -0.413
C -2.08 4.09 0.93 0.978
C -1.31 1.11 -2.96 0.023
C 0.47 1.73 2.51 0.150
C 0.04 4.48 2.16 -0.171
C 0.28 -0.68 1.92 0.801
C 3.00 -3.62 0.92 -0.409
C 1.10 4.02 2.94 -0.126
C 1.56 -3.21 0.47 -0.035
C -2.94 -0.07 -4.33 0.014
C 2.03 5.04 3.56 0.979
C -2.18 -1.00 -2.13 0.024
C -3.05 -1.04 -3.26 0.120
H -0.51 -3.05 1.12 0.229
H 3.63 -2.73 0.96 0.214
H 2.96 -4.07 1.92 0.196
H 0.56 -3.98 2.22 0.202
H 3.85 -5.54 0.36 0.214
H 2.49 -4.77 -2.06 0.172
H 1.49 0.12 3.35 0.398
H 2.14 2.32 3.77 0.228
H -1.29 1.46 1.28 0.260
H 1.23 -1.97 3.23 0.393
H 1.97 -6.04 -0.93 0.178
H 4.27 -4.20 -0.74 0.211
H -2.08 1.83 -4.86 0.299
H 0.25 -4.25 -0.80 0.390
H 1.64 -2.20 0.02 0.155
H -0.12 5.54 2.00 0.247
H -0.60 0.04 -1.16 0.298
```

=====

6.
Below is a molecular structure, C18H2Cl13O2Pd, with properties calculated with the ωB97M-V functional and the def2-TZVPD basis.

Results
Charge ... +1
HOMO-LUMO gap (alpha / beta) ... 8.51 / 5.14 eV
Multiplicity ... 5
LUMO level (alpha / beta) ... -2.859 / -6.191 eV
<S²> ... 6.078
HOMO level (alpha / beta) ... -11.37 / -11.33 eV

Structure (XYZ):
```
36
Properties=species:S:1:pos:R:3:lowdin_spin:R:1
Pd 0.14 -0.11 0.44 1.335
Cl 0.58 0.60 2.92 0.101
Cl 0.94 -2.58 0.61 0.052
Cl -1.15 5.74 -0.07 0.007
Cl -4.71 -1.12 1.54 0.065
Cl -0.43 5.95 2.95 -0.004
Cl 0.45 3.38 4.52 0.011
Cl 5.80 -4.64 -0.24 0.096
Cl 5.07 0.64 -0.68 0.057
Cl -2.60 -0.81 -4.30 -0.004
Cl -0.63 -0.54 -1.94 0.100
Cl -0.99 2.97 -1.53 0.008
Cl -6.70 -1.44 -0.85 -0.020
Cl -5.62 -1.29 -3.75 0.104
O -1.99 -0.71 0.70 0.320
O 2.33 -0.04 -0.02 0.327
C -0.58 3.12 0.14 0.033
C -4.17 -1.05 -0.07 0.156
C -0.66 4.35 0.79 0.010
C 0.12 2.11 2.17 0.029
C 2.60 -2.39 0.21 0.120
C -2.75 -0.83 -0.28 0.103
C -3.17 -0.90 -2.70 0.012
C 4.48 -0.92 -0.37 0.148
C -0.18 1.99 0.83 0.240
C -4.55 -1.12 -2.45 0.218
C 0.06 3.30 2.86 0.007
C -0.34 4.44 2.15 -0.010
C -5.04 -1.19 -1.13 -0.022
C -2.31 -0.76 -1.65 0.113
C 4.79 -3.28 -0.17 0.197
C 3.07 -1.05 -0.05 0.109
C 3.43 -3.47 0.15 0.009
C 5.31 -2.01 -0.42 -0.024
H 3.05 -4.47 0.35 -0.002
H 6.35 -1.89 -0.66 -0.003
```

=====

Calculated values (eV) of E_tot for the records, taken in order: -9441.858 -201524.914 -122861.914 -38486.690 -60028.989 -189055.369.